[1]
Entry from the Open Molecules 2025 dataset: a structure of composition C24H11ClF4N9O4PtS (the ωB97M-V functional and the def2-TZVPD basis).

XYZ file:
```
55
Properties=species:S:1:pos:R:3:forces:R:3
Pt 0.0214 -1.9141 1.3595 -0.87 -1.17 0.01
O 3.9750 1.5106 4.0321 0.82 -0.30 0.15
C 2.8509 2.1124 3.7994 -0.64 -0.05 -0.25
O 2.6618 3.2894 3.9781 0.31 -0.03 0.06
C 1.6964 1.2780 3.2889 -0.38 0.29 0.05
C 0.3967 1.7913 3.2075 0.74 -0.44 0.00
Cl -0.1154 3.3542 3.5626 -0.36 0.03 -0.10
N -0.4193 0.8130 2.7453 0.20 0.47 0.08
N 0.3151 -0.2891 2.5029 0.53 -0.42 0.15
C 1.5897 -0.0397 2.8209 0.20 0.29 0.30
C 2.6817 -1.1268 2.6719 -0.82 -0.14 -0.42
O 3.7634 -0.8990 3.1892 0.92 0.46 0.57
O 2.3443 -2.1447 2.0336 0.23 -0.30 -0.13
C -1.8324 0.8182 2.6370 -0.78 -0.14 -0.17
C -2.4405 0.1846 1.5572 0.17 0.34 -0.24
C -3.8207 0.1990 1.4501 0.01 0.07 0.11
C -4.5874 0.8557 2.3996 0.00 -0.07 0.04
C -3.9790 1.4705 3.4828 0.01 -0.05 -0.09
C -2.6020 1.4432 3.6145 0.18 -0.17 -0.07
H 4.0082 0.5295 3.7741 -0.43 0.24 -0.07
H -1.8407 -0.2578 0.7659 -0.18 0.07 0.24
H -4.2968 -0.2846 0.6117 -0.04 -0.03 -0.11
H -5.6596 0.8871 2.2957 -0.15 -0.01 0.00
H -4.5769 1.9691 4.2308 -0.02 0.03 0.05
H -2.1280 1.9077 4.4623 0.01 0.00 0.11
N 0.1910 -3.6958 0.2216 0.20 0.58 -0.11
N 0.1090 -4.8457 1.0278 0.12 -0.61 -0.03
C -0.2322 -4.7803 2.3317 -0.17 0.32 0.03
N -0.2688 -5.9113 3.0277 0.12 -0.18 -0.24
S -0.6805 -3.3279 3.0761 0.12 0.50 -0.35
H -0.4343 -3.7799 -0.5918 0.13 -0.01 0.52
H 1.1560 -3.5772 -0.1240 -0.30 -0.21 0.27
H 0.4290 -5.7221 0.6252 -0.07 0.31 0.03
H 0.0115 -6.7976 2.6364 -0.07 0.04 0.06
H -0.5244 -5.8867 4.0029 0.08 0.06 -0.07
F -0.8933 0.2071 -2.5082 0.31 0.37 -0.61
C -0.1469 0.8969 -3.3930 -1.95 0.45 -0.76
C -0.7647 1.4968 -4.4651 -0.55 -1.28 1.92
F -2.0859 1.3656 -4.5813 0.70 0.09 -0.03
C -0.0332 2.2408 -5.4243 -1.36 1.22 -2.45
C 1.3577 2.3627 -5.1790 2.13 -0.32 1.06
C 1.9735 1.7388 -4.1112 0.27 1.20 -1.77
F 3.2820 1.9019 -3.9348 -0.54 -0.04 -0.12
C 1.2443 0.9646 -3.1889 1.22 -1.49 2.31
C 1.8753 0.2661 -2.1059 -0.27 1.95 -3.15
C 1.1751 -0.3095 -1.0902 -2.51 -1.88 3.37
N 0.6123 -0.8054 -0.1948 1.41 1.01 -2.04
C 3.2658 0.0412 -2.0542 0.57 0.11 -0.04
N 4.3829 -0.2166 -2.0232 0.29 -0.09 0.08
F 2.1142 3.0907 -5.9919 -0.42 -0.32 0.33
C -0.6521 2.8039 -6.5686 1.38 -1.19 2.45
C -2.0091 2.6335 -6.8681 -1.13 -0.20 -0.12
N -3.1110 2.4957 -7.1644 -0.01 0.04 -0.03
C 0.0549 3.5439 -7.5234 0.64 0.56 -0.70
N 0.5961 4.1481 -8.3369 -0.01 0.06 -0.08
```
Positions in Å, forces in eV/Å.

Output
LUMO level (spin up / spin down)	-6.78 / -6.78	eV
orbital gap (spin up / spin down)	4.3 / 4.3	eV
molecular weight	828.0	g mol⁻¹
spin multiplicity	1
relative energy (zero: lowest compared OMol25 entry of this formula, charge and spin)	30.3	kcal per mole
E_tot	-84131.137	eV
charge	+1



[2]
Entry from the Open Molecules 2025 dataset: a structure of composition C24H12B4LiO36 (the ωB97M-V functional and the def2-TZVPD basis).

XYZ file:
```
77
Properties=species:S:1:pos:R:3:forces:R:3
Li 0.0134 0.8321 0.4561 -0.12 0.11 -0.02
O -8.1935 1.8346 -1.2993 -0.14 0.02 0.11
C -7.2263 1.1398 -1.1694 0.06 0.10 -0.13
O -6.3839 1.1342 -0.1551 0.08 -0.13 -0.02
B -5.3150 0.1394 -0.4088 -0.09 0.38 0.26
O -5.6278 -0.4463 -1.7205 0.14 0.02 0.05
C -6.7311 0.0941 -2.1976 -0.06 0.16 0.05
O -7.2702 -0.1577 -3.2346 -0.07 -0.15 -0.20
O -5.3026 -0.8875 0.6478 -0.02 -0.23 -0.05
C -4.0869 -1.0100 1.1371 -0.02 0.39 -0.33
O -3.7255 -1.7943 1.9623 0.20 -0.32 0.43
C -3.2105 0.0917 0.4820 -0.06 0.12 0.03
O -3.9823 0.7803 -0.3358 0.12 -0.38 -0.11
O -2.0553 0.2882 0.7423 -0.09 0.04 -0.04
O 0.1239 -1.4471 0.3575 0.07 0.11 -0.29
C 0.0528 -2.6381 0.2761 0.31 -0.14 0.15
O 0.8777 -3.4865 0.8758 -0.08 -0.12 0.09
B 0.4750 -4.8807 0.5684 -0.11 0.28 -0.17
O -0.7483 -4.7574 -0.2300 0.29 0.03 -0.06
C -0.9942 -3.4719 -0.4929 -0.23 -0.08 0.17
O -1.8831 -3.0397 -1.1538 -0.10 0.05 -0.06
O 1.5675 -5.5752 -0.1382 0.08 -0.12 0.09
C 2.0321 -6.5651 0.6067 -0.24 0.31 -0.12
O 2.9935 -7.2353 0.3698 0.10 -0.26 0.05
C 1.0986 -6.6789 1.8481 0.30 -0.10 -0.27
O 0.2524 -5.6729 1.7925 -0.14 -0.01 0.22
O 1.1554 -7.5412 2.6789 -0.07 0.04 0.15
O 6.1522 -0.9273 -3.4365 0.17 -0.17 0.07
C 5.0819 -0.4470 -3.6764 -0.23 0.22 -0.08
O 3.9585 -0.6573 -3.0129 0.06 -0.02 -0.09
B 2.8641 0.1489 -3.5968 -0.46 0.22 -0.33
O 3.5264 0.9621 -4.6519 0.02 -0.21 -0.14
C 4.7786 0.5819 -4.7971 0.03 0.02 0.23
O 5.5740 0.9667 -5.6073 -0.05 0.06 -0.10
O 2.1980 0.9991 -2.6157 0.23 0.07 0.01
C 0.9155 0.6799 -2.5009 0.39 -0.07 0.36
O 0.1692 1.1512 -1.6947 -0.41 -0.20 -0.21
C 0.6425 -0.4621 -3.5163 0.21 0.03 -0.09
O 1.7970 -0.7028 -4.1427 0.11 -0.03 0.03
O -0.3819 -1.0393 -3.6934 -0.20 0.03 -0.02
O -3.3782 7.4879 -3.1978 -0.19 -0.06 -0.08
C -2.5512 6.9823 -2.4940 0.16 0.26 -0.13
O -2.7282 6.0257 -1.6108 0.10 -0.23 0.12
B -1.4765 5.8126 -0.8467 -0.12 -0.06 0.04
O -0.4792 6.6755 -1.5116 0.09 0.09 0.05
C -1.0561 7.3941 -2.4567 -0.09 -0.25 0.13
O -0.5316 8.2094 -3.1586 0.09 0.16 -0.07
O -1.0112 4.4157 -0.7974 -0.19 0.00 -0.04
C -0.9059 4.0206 0.4561 0.04 0.18 0.11
O -0.5709 2.9481 0.8665 0.13 -0.34 -0.10
C -1.2781 5.2226 1.3612 -0.10 0.20 -0.12
O -1.6906 6.1973 0.5624 0.23 0.03 0.06
O -1.2006 5.2760 2.5542 -0.04 -0.09 0.05
O 0.3688 0.4649 2.5398 -0.07 0.13 -0.05
C -0.0928 -0.1767 3.4340 -0.03 0.08 -0.04
O -0.0626 0.3039 4.7144 0.26 0.02 0.14
C -0.5039 -0.7011 5.6264 -0.83 -0.40 -0.13
C -1.4217 -1.5911 4.7810 0.47 -0.40 0.35
C -0.6990 -1.5616 3.4425 -0.24 0.33 0.23
H -1.0644 -0.2378 6.4371 0.27 0.21 0.05
H 0.3454 -1.2633 6.0232 0.11 0.12 -0.01
H -2.4138 -1.1478 4.7387 -0.04 0.09 -0.32
H -1.5413 -2.6039 5.1695 0.11 0.07 0.10
H -1.3753 -1.7435 2.6205 0.10 0.11 -0.40
H 0.1607 -2.2384 3.4119 -0.19 -0.22 -0.05
O 2.0964 1.0043 0.2413 -0.33 0.28 0.42
C 3.1530 0.4572 0.2476 0.36 -0.15 -0.12
O 4.3149 1.1590 0.3500 -0.09 0.12 -0.08
C 5.4261 0.2686 0.4389 -0.32 -0.88 -0.25
C 4.9457 -1.0807 -0.1483 0.68 -0.11 0.86
C 3.4454 -1.0156 0.0840 -0.04 -0.12 -0.62
H 5.6563 0.1430 1.4991 0.27 0.16 -0.01
H 6.2753 0.6457 -0.1232 -0.02 0.37 0.13
H 5.4213 -1.8796 0.4281 -0.14 -0.05 -0.05
H 5.2719 -1.2256 -1.1752 -0.36 0.22 0.01
H 3.1068 -1.5941 0.9420 -0.07 0.16 0.12
H 2.8629 -1.3563 -0.7728 0.03 -0.07 0.07
```
Positions in Å, forces in eV/Å.

Output
LUMO level	5.09	eV
orbital gap	9.2	eV
molecular weight	926.5	g mol⁻¹
spin multiplicity	1
relative energy (zero: lowest compared OMol25 entry of this formula, charge and spin)	0.0	kcal per mole
E_tot	-101734.052	eV
charge	-3



[3]
Entry from the Open Molecules 2025 dataset: a cluster of 20 separate species, C24H12Cl76NO2 in total (the ωB97M-V functional and the def2-TZVPD basis).

XYZ file:
```
115
Properties=species:S:1:pos:R:3:forces:R:3
C 2.4283 -3.5130 3.0664 0.51 -0.26 0.23
C 1.2249 -3.4136 2.1862 -0.45 0.38 0.16
O 0.1731 -2.8838 2.9257 0.04 -0.07 0.00
C -1.0998 -2.9197 2.2458 -0.45 0.22 0.39
N -2.0979 -3.3914 3.0870 -0.01 -0.11 0.22
C -3.2024 -3.8381 2.3160 0.34 0.18 0.35
C -4.4411 -4.0725 3.1603 -0.08 -0.37 0.06
O -4.6429 -5.4440 3.5442 -0.14 0.04 0.08
H 3.2173 -4.0624 2.5576 0.12 -0.01 0.30
H 2.1839 -4.0439 3.9757 -0.14 -0.09 0.34
H 2.8086 -2.5294 3.3166 0.05 0.26 0.16
H 1.4828 -2.7722 1.3296 -0.55 0.16 0.18
H 0.9714 -4.3996 1.7853 -0.17 -0.25 -0.06
H -0.9961 -3.5053 1.3049 0.24 -0.16 -0.17
H -1.2743 -1.8585 1.9197 0.13 0.07 -0.25
H -3.0038 -4.8217 1.8218 -0.02 -0.03 -0.48
H -3.4811 -3.1209 1.5095 -0.13 -0.03 -0.22
H -4.3376 -3.5184 4.0816 0.02 0.16 0.25
H -5.3362 -3.7435 2.6339 -0.10 0.22 -0.05
H -4.7458 -5.9432 2.7293 0.14 -0.04 -0.02
C -1.0849 1.1974 0.3807 -0.03 -0.08 0.04
Cl -0.6782 2.0124 1.8840 0.03 0.15 -0.12
Cl -2.6327 0.3750 0.5705 -0.01 0.00 -0.05
Cl -1.1844 2.3856 -0.9330 0.08 0.06 0.00
Cl 0.1709 0.0217 -0.0062 0.07 -0.07 -0.03
C -0.3426 -0.4175 5.8115 -0.04 -0.10 -0.02
Cl -1.1568 -0.1815 4.2913 -0.12 0.00 -0.05
Cl -0.7322 -1.9992 6.4608 -0.01 0.09 0.00
Cl 1.4094 -0.2968 5.5714 0.06 -0.01 -0.02
Cl -0.8397 0.8445 6.9692 -0.01 0.05 0.04
C -4.6405 2.8802 -3.3318 0.16 -0.10 -0.01
Cl -4.2496 1.5819 -2.2195 -0.19 -0.11 0.05
Cl -3.2749 4.0089 -3.3818 -0.19 0.22 0.00
Cl -4.8883 2.2217 -4.9478 -0.04 0.00 -0.12
Cl -6.0966 3.7266 -2.8073 0.00 0.03 0.03
C 2.9788 3.4157 3.4499 -0.10 -0.04 -0.03
Cl 1.3229 3.6610 4.0143 -0.04 0.04 0.15
Cl 3.8767 2.4844 4.6452 0.04 0.05 0.02
Cl 2.9470 2.5517 1.9179 0.06 -0.09 -0.11
Cl 3.7505 4.9866 3.2244 0.15 -0.02 -0.02
C -0.0131 6.7147 -5.0968 0.00 -0.06 -0.04
Cl 1.1109 5.6265 -5.9076 0.05 -0.05 -0.05
Cl -0.7000 5.9053 -3.6899 0.10 0.05 0.16
Cl 0.8370 8.1713 -4.5814 0.04 0.06 0.02
Cl -1.3124 7.1501 -6.2088 -0.07 0.03 -0.06
C 4.0288 1.9362 -2.8469 -0.11 -0.10 0.09
Cl 2.5162 1.6122 -2.0095 -0.11 -0.06 0.01
Cl 3.8471 3.3654 -3.8566 0.11 0.23 -0.01
Cl 5.3000 2.1977 -1.6483 0.04 -0.09 0.12
Cl 4.4623 0.5522 -3.8562 0.00 -0.01 -0.09
C 1.2005 -6.1620 7.4702 0.02 -0.04 -0.13
Cl -0.1233 -5.0249 7.3252 0.01 -0.15 0.04
Cl 0.8125 -7.4059 8.6711 -0.03 -0.01 0.06
Cl 1.4867 -6.9363 5.9100 0.01 0.00 -0.04
Cl 2.6761 -5.3199 7.9753 0.01 0.06 0.05
C 5.8003 -1.9545 5.2420 -0.24 -0.04 -0.15
Cl 5.9023 -2.3506 3.5223 0.11 0.03 0.18
Cl 4.6906 -0.5999 5.4331 0.12 0.17 0.06
Cl 5.1396 -3.3276 6.1187 0.07 -0.21 0.08
Cl 7.3978 -1.5327 5.8680 0.00 0.00 0.00
C 0.1345 1.2824 -5.7355 -0.02 0.03 -0.07
Cl 1.6919 2.0178 -6.1281 -0.01 -0.06 0.03
Cl -0.7156 0.9106 -7.2449 -0.13 -0.17 -0.05
Cl 0.3859 -0.2022 -4.8278 0.04 -0.03 0.07
Cl -0.8486 2.4007 -4.7970 0.07 -0.02 0.01
C 2.5089 8.8170 3.2352 0.12 0.05 -0.05
Cl 1.4212 7.4688 3.4847 -0.15 -0.05 0.04
Cl 3.9708 8.2649 2.4009 0.00 0.05 -0.02
Cl 1.7140 10.0526 2.2602 -0.05 0.08 -0.06
Cl 2.9744 9.5210 4.7920 0.13 -0.02 0.00
C -7.2838 -0.3248 -6.7967 0.04 -0.02 0.01
Cl -7.9274 -1.6983 -7.6970 -0.17 0.06 -0.08
Cl -8.4471 1.0003 -6.8086 -0.04 0.05 0.01
Cl -6.9636 -0.8210 -5.1386 0.03 -0.02 0.07
Cl -5.7819 0.2086 -7.5615 0.06 0.01 -0.03
C 1.1164 4.5626 -10.0540 0.02 -0.02 -0.01
Cl 1.3132 4.4073 -11.8029 0.00 -0.01 -0.06
Cl 0.0632 5.9312 -9.7001 -0.04 0.06 0.03
Cl 0.4136 3.0895 -9.3975 -0.01 0.05 -0.02
Cl 2.6982 4.8319 -9.3135 0.07 0.02 0.05
C -1.4529 9.5015 6.9720 0.00 -0.02 -0.02
Cl 0.1630 9.4606 6.2698 -0.07 0.03 0.05
Cl -2.3149 8.0246 6.5474 -0.04 -0.06 -0.02
Cl -1.3330 9.6302 8.7283 0.01 0.01 0.08
Cl -2.3318 10.8985 6.3423 -0.04 0.06 -0.02
C 7.9820 6.0359 -3.0591 0.04 -0.02 0.10
Cl 6.9742 4.7268 -2.4562 -0.07 0.12 -0.07
Cl 9.5490 5.3743 -3.5184 0.13 0.10 -0.25
Cl 7.2093 6.7960 -4.4537 -0.01 -0.01 -0.04
Cl 8.2257 7.2458 -1.7953 -0.05 0.06 0.07
C 4.6025 -3.4638 -0.6673 -0.26 -0.22 0.00
Cl 3.0773 -3.7187 0.1715 0.78 0.05 -1.16
Cl 4.4799 -2.0463 -1.7142 0.04 0.08 0.05
Cl 5.8866 -3.2282 0.5247 0.13 0.02 -0.16
Cl 4.9862 -4.8762 -1.6559 0.10 -0.13 -0.12
C 10.2939 3.7841 0.4335 -0.03 -0.02 0.02
Cl 8.6432 4.3017 0.7699 -0.05 0.02 0.04
Cl 10.8020 2.6157 1.6548 0.03 -0.02 0.02
Cl 10.3636 3.0411 -1.1633 0.02 -0.16 0.03
Cl 11.3704 5.1833 0.4701 0.04 0.07 0.01
C -7.8041 -6.3749 1.4161 0.01 0.02 0.00
Cl -8.1417 -7.2283 2.9184 0.01 0.06 0.13
Cl -6.3282 -7.0206 0.6936 0.08 -0.03 -0.05
Cl -9.1478 -6.6180 0.2844 -0.06 0.00 -0.03
Cl -7.5983 -4.6616 1.7392 -0.13 -0.01 -0.06
C -7.9134 -11.0537 1.0645 -0.01 -0.02 -0.01
Cl -7.5581 -10.6228 -0.6088 0.03 0.01 -0.09
Cl -9.3583 -10.1942 1.5896 -0.11 -0.06 0.00
Cl -8.1939 -12.7990 1.1739 -0.01 -0.04 -0.01
Cl -6.5543 -10.6140 2.0887 0.07 0.02 0.06
C -5.3111 -5.6198 -8.1604 0.02 0.00 0.00
Cl -6.0793 -5.5308 -9.7508 -0.03 0.00 -0.07
Cl -5.8062 -7.1086 -7.3556 -0.02 -0.06 0.04
Cl -3.5588 -5.6123 -8.3581 0.07 0.00 0.00
Cl -5.8071 -4.2320 -7.1998 0.06 -0.04 0.06
```
Positions in Å, forces in eV/Å.

Output
LUMO level	1.04	eV
orbital gap	3.3	eV
molecular weight	3040.8	g mol⁻¹
spin multiplicity	1
E_tot	-982364.719	eV
charge	-1